DFT (ωB97M-V with the def2-TZVPD basis set) results for C26H35MgO2S4Sb2 as an isolated structure.

Each line ends with the Mulliken charge.
Element x y z (Å)
Mg 0.6484 1.0387 0.3126  1.22
S -1.7450 0.4093 3.9861  -0.69
Sb -2.0835 0.5172 1.7300  0.74
S -0.4833 -1.0089 0.6588  -0.66
S -1.0706 2.5468 0.9067  -0.68
S -4.1555 0.2581 0.8246  -0.69
C 2.7689 3.3173 -0.1772  -1.08
C 2.2286 3.2081 -1.5890  -0.35
O 1.2157 2.2307 -1.6603  -0.24
C 0.4346 2.3626 -2.8386  -0.33
C -0.6141 1.2724 -2.9051  -0.84
H 3.5835 4.0386 -0.1501  0.45
H 3.1273 2.3452 0.1523  0.16
H 1.9697 3.6428 0.4845  0.20
H 3.0443 2.9326 -2.2799  0.31
H 1.8152 4.1816 -1.8952  0.38
H 1.1058 2.2897 -3.7104  0.31
H -0.0335 3.3569 -2.8451  0.35
H -0.1234 0.2973 -2.8911  -0.08
H -1.1914 1.3744 -3.8231  0.45
H -1.2911 1.3443 -2.0532  0.26
C -2.6931 -4.8033 -5.9892  -0.41
C -3.1680 -5.2296 -4.7607  -0.62
C -2.7493 -4.6075 -3.5958  -0.26
C -1.8601 -3.5451 -3.6322  0.43
C -1.4147 -3.1160 -4.8727  -0.42
C -1.8031 -3.7457 -6.0399  -0.70
Sb -1.3382 -2.3298 -1.8681  1.18
C -2.1200 -3.8033 -0.4995  0.38
C -1.6894 -5.1241 -0.5041  -0.39
C -2.2586 -6.0524 0.3516  -0.75
C -3.2931 -5.6810 1.1960  -0.48
C -3.7390 -4.3704 1.1906  -0.64
C -3.1437 -3.4345 0.3595  -0.56
C 0.7139 -3.0865 -2.0153  0.65
C 1.4771 -2.7404 -3.1219  -0.39
C 2.7477 -3.2560 -3.3124  -0.72
C 3.2709 -4.1593 -2.4040  -0.51
C 2.5286 -4.5002 -1.2862  -0.76
C 1.2772 -3.9403 -1.0792  -0.40
H -3.0210 -5.2857 -6.9014  0.35
H -3.8745 -6.0495 -4.7141  0.38
H -3.1276 -4.9583 -2.6430  0.30
H -0.7493 -2.2650 -4.9320  0.14
H -1.4212 -3.4035 -6.9926  0.37
H -0.9033 -5.4342 -1.1836  0.60
H -1.8997 -7.0742 0.3498  0.38
H -3.7487 -6.4162 1.8491  0.36
H -4.5629 -4.0721 1.8230  0.43
H -3.4934 -2.4111 0.3933  0.19
H 1.0725 -2.0640 -3.8640  0.05
H 3.3187 -2.9666 -4.1867  0.40
H 4.2485 -4.5928 -2.5752  0.35
H 2.9311 -5.2051 -0.5715  0.37
H 0.7344 -4.1750 -0.1729  0.57
C 1.6618 2.0878 3.3634  -0.84
C 2.6693 1.0157 3.0065  -0.30
O 2.4408 0.5314 1.6939  -0.20
C 3.3916 -0.4434 1.3283  -0.54
C 3.0284 -1.0867 0.0054  -0.42
H 1.8513 2.4471 4.3707  0.42
H 0.6515 1.6754 3.3369  0.01
H 1.7277 2.9299 2.6749  0.17
H 2.5888 0.1818 3.7189  0.32
H 3.6986 1.4155 3.0526  0.29
H 3.4407 -1.2240 2.1020  0.38
H 4.3840 0.0425 1.2673  0.35
H 2.0734 -1.5955 0.0975  -0.32
H 3.7840 -1.8187 -0.2737  0.47
H 2.9488 -0.3367 -0.7813  0.16

Properties
- Energy above the lowest of the compared OMol25 structures with the same formula, charge and spin: 15.9 kcal/mol
- Total energy: -93490.57302 eV
- Gap between HOMO and LUMO: 6.244 eV
- Charge: -1
- E_LUMO: 1.889 eV